Entry 1:
{"formula": "C18H29AuN2O5P2S", "method": "ωB97M-V/def2-TZVPD", "homo_energy_ha": [-0.226, -0.276], "spin_multiplicity": 3, "energy_ha": -2405.4417, "species": ["C", "C", "N", "C", "C", "C", "C", "P", "Au", "P", "C", "O", "O", "H", "H", "H", "C", "C", "H", "H", "H", "H", "C", "C", "H", "H", "H", "H", "H", "H", "H", "H", "H", "H", "H", "H", "H", "H", "H", "H", "H", "H", "O", "S", "O", "N", "C", "O", "C", "C", "C", "C", "C", "C", "H", "H", "H", "H"], "xyz": [[0.60112, 4.81056, -1.39772], [0.71515, 3.56279, -0.72019], [0.73276, 2.42180, -1.49070], [0.73957, 2.43499, -2.81834], [0.67754, 3.65247, -3.50439], [0.57692, 4.84277, -2.78201], [0.85851, 3.43651, 0.67473], [1.11602, 1.84771, 1.39137], [0.44997, 0.39461, -0.33834], [0.25524, -0.31718, -2.56174], [0.85097, 1.10224, -3.56068], [-4.39723, 4.66266, 1.64304], [-4.63002, -0.41753, 2.77443], [0.57551, 5.71682, -0.79731], [0.71590, 3.64154, -4.58999], [0.50000, 5.79512, -3.30252], [2.80762, 1.69200, 2.02785], [0.01992, 1.66465, 2.82038], [0.29267, 1.13699, -4.50554], [1.90337, 0.88250, -3.80645], [-3.66224, 4.94487, 2.19148], [0.85323, 4.35260, 1.27007], [1.11675, -1.83427, -3.00659], [-1.45762, -0.54567, -3.09951], [-1.52951, 1.12044, -0.83446], [-3.77552, -0.41713, 2.30960], [-5.26684, -0.24211, 2.07844], [-3.98126, 4.33167, 0.83184], [1.95394, -0.31730, -0.32918], [-2.27963, 1.07985, -0.90442], [2.96966, 2.39097, 2.86124], [2.95924, 0.66345, 2.38206], [3.53178, 1.90679, 1.23086], [0.16017, 2.51548, 3.50236], [-1.01751, 1.61524, 2.46298], [0.26488, 0.72133, 3.32621], [-1.47933, -0.77573, -4.17690], [-1.86749, -1.38724, -2.52346], [-2.03913, 0.36108, -2.89353], [0.91202, -2.07656, -4.06003], [2.19629, -1.69853, -2.85440], [0.76084, -2.65469, -2.36411], [0.39175, -4.86002, -1.38832], [-0.60187, -4.52570, -0.39353], [-1.85495, -5.24060, -0.40011], [-0.78524, -2.88410, -0.30116], [-0.44792, -2.36211, 0.88119], [-0.54392, -1.12027, 1.19645], [0.12331, -3.36202, 1.81124], [0.71259, -3.16617, 3.07174], [1.30800, -4.26301, 3.70117], [1.29415, -5.53214, 3.09155], [0.68666, -5.72046, 1.83939], [0.12021, -4.60775, 1.22529], [0.69661, -2.17239, 3.51880], [1.79789, -4.14061, 4.66771], [1.76674, -6.37931, 3.58875], [0.65177, -6.68191, 1.33343]]}



Entry 2:
{"formula": "C9H10N4O", "method": "ωB97M-V/def2-TZVPD", "homo_energy_ha": -0.319, "spin_multiplicity": 1, "energy_ha": -642.8622, "species": ["C", "C", "C", "C", "C", "C", "C", "C", "C", "H", "H", "H", "H", "H", "H", "H", "H", "H", "H", "N", "N", "N", "N", "O"], "xyz": [[0.78485, -0.70823, 0.69298], [1.70100, -1.61669, 0.18904], [2.96876, -1.00996, -0.20605], [2.89278, 0.27121, -0.59199], [1.63077, 1.06579, -0.56575], [0.51638, 0.61818, 0.21506], [-0.44126, 1.63713, 0.82231], [-3.13936, -0.50775, 0.17397], [-1.34791, -0.28695, -1.08595], [-0.98476, -2.02406, 0.70671], [1.64246, -2.76843, 0.74562], [3.88839, -1.80642, -0.29704], [3.86775, 0.65850, -1.07415], [1.32166, 2.09600, -0.85364], [-0.17370, 2.70074, 0.57487], [-0.21121, 1.52647, 2.07481], [-1.68504, 2.18369, -0.63380], [-3.86653, 0.09388, 0.83665], [-0.60639, 0.20100, -1.88975], [-1.79307, 1.65212, 0.14540], [-2.27822, 0.48132, -0.35387], [-2.83809, -1.78057, -0.12165], [-1.65536, -1.56897, -1.20242], [-0.19386, -1.10802, 1.69863]]}



Entry 3:
{"formula": "C20H53FeO7", "method": "ωB97M-V/def2-TZVPD", "homo_energy_ha": [-0.495, -0.495], "spin_multiplicity": 6, "total_charge": 2, "energy_ha": -2583.5256, "species": ["Fe", "C", "C", "O", "H", "H", "H", "H", "H", "C", "C", "C", "O", "H", "H", "H", "H", "H", "H", "H", "H", "C", "C", "C", "O", "H", "H", "H", "H", "H", "H", "H", "H", "C", "C", "C", "O", "H", "H", "H", "H", "H", "H", "H", "H", "C", "C", "C", "O", "H", "H", "H", "H", "H", "H", "H", "H", "C", "C", "C", "O", "H", "H", "H", "H", "H", "H", "H", "H", "C", "C", "C", "O", "H", "H", "H", "H", "H", "H", "H", "H"], "xyz": [[22.76593, -19.76964, -3.05630], [22.81420, -23.47849, -4.97731], [22.18212, -22.84506, -3.70725], [21.97528, -21.51027, -3.81529], [23.85850, -23.18823, -5.07757], [22.29218, -23.13484, -5.87212], [22.72922, -24.56094, -4.92681], [22.78214, -23.15153, -2.84148], [21.25114, -23.42313, -3.55693], [19.98126, -16.58922, -3.82256], [20.03306, -17.90849, -3.06542], [18.68799, -18.59367, -2.97352], [20.97766, -18.81658, -3.72807], [20.96886, -16.13804, -3.88789], [19.25046, -15.94066, -3.34296], [19.62412, -16.76823, -4.84032], [20.35815, -17.71285, -2.03921], [18.77710, -19.64518, -2.69430], [18.09713, -18.50540, -3.88854], [18.05272, -18.15073, -2.20193], [20.45596, -19.16301, -4.48876], [24.89858, -28.88972, -5.94890], [24.52273, -27.52217, -6.52340], [25.39842, -26.39527, -5.93896], [24.68017, -27.54318, -7.94062], [24.77772, -29.62782, -6.74220], [24.11735, -29.19741, -5.24646], [25.84885, -28.91890, -5.42684], [23.50458, -27.29578, -6.17357], [26.46343, -26.61425, -5.95456], [25.14034, -26.29114, -4.87391], [25.13492, -25.45174, -6.42436], [24.31725, -26.71072, -8.26134], [19.15823, -25.10172, -2.32566], [18.12672, -26.08020, -2.87569], [18.32414, -26.41671, -4.33160], [18.29000, -27.31389, -2.15355], [19.18159, -24.12233, -2.82453], [20.17212, -25.48622, -2.48949], [19.01008, -24.91243, -1.26148], [17.11997, -25.70844, -2.67403], [19.37910, -26.42580, -4.61589], [17.82984, -25.70164, -4.99758], [17.88787, -27.38064, -4.58574], [18.74951, -27.14223, -1.32761], [22.81225, -20.79768, 0.88791], [21.93977, -21.11288, -0.30444], [20.51037, -21.44188, 0.06548], [21.90872, -19.93877, -1.21624], [22.95573, -21.64390, 1.55573], [22.39844, -19.94620, 1.43468], [23.82626, -20.51580, 0.58651], [22.36174, -21.91889, -0.90824], [20.49666, -22.07194, 0.95407], [19.97350, -21.94174, -0.74155], [19.93254, -20.54338, 0.29913], [21.67765, -19.16112, -0.68400], [25.24342, -19.56463, -6.38640], [24.52099, -18.63720, -5.41031], [24.25936, -17.27357, -6.03212], [23.23741, -19.30267, -5.06998], [26.23843, -19.15849, -6.58759], [24.74032, -19.63789, -7.35285], [25.38591, -20.57092, -5.99029], [25.13469, -18.57849, -4.50883], [24.07264, -17.33519, -7.10347], [25.12796, -16.63200, -5.89639], [23.39195, -16.84253, -5.52828], [22.76097, -19.35202, -5.91504], [18.84935, -19.07299, -7.60240], [19.85663, -20.15915, -7.33881], [21.19582, -19.97200, -8.08594], [20.16762, -20.18174, -5.91329], [19.30305, -18.07874, -7.54706], [18.03941, -19.12129, -6.87808], [18.47291, -19.14950, -8.62134], [19.46414, -21.15382, -7.56983], [21.03071, -19.96873, -9.16168], [21.92640, -20.71136, -7.76313], [21.51237, -18.96298, -7.79283], [20.55981, -21.03274, -5.69722]]}



Entry 4:
{"formula": "C36H38BaN6O5PS", "method": "ωB97M-V/def2-TZVPD", "homo_energy_ha": -0.158, "spin_multiplicity": 1, "total_charge": -1, "energy_ha": -2864.6772, "species": ["Ba", "C", "N", "C", "C", "N", "C", "C", "C", "C", "C", "C", "N", "C", "N", "C", "C", "C", "C", "C", "C", "N", "H", "H", "H", "H", "H", "H", "H", "H", "H", "H", "H", "H", "H", "H", "H", "O", "C", "C", "O", "C", "C", "O", "C", "O", "O", "C", "C", "C", "C", "P", "C", "C", "C", "C", "C", "C", "C", "C", "C", "C", "H", "H", "H", "H", "H", "H", "H", "H", "H", "H", "H", "H", "H", "H", "H", "H", "H", "H", "H", "H", "H", "H", "H", "S", "C", "N"], "xyz": [[-0.99335, -0.64180, 0.84636], [-1.73893, 3.14776, 0.30910], [-2.16486, 1.94190, -0.40082], [-3.60571, 1.70148, -0.40678], [-4.05934, 1.32386, 0.96886], [-3.31766, 0.70943, 1.84554], [-4.10872, 0.58391, 2.98400], [-3.79655, 0.05053, 4.23190], [-4.78525, 0.07049, 5.19601], [-6.05521, 0.60646, 4.93351], [-6.37221, 1.15253, 3.70320], [-5.37027, 1.13462, 2.74102], [-5.30446, 1.61379, 1.44259], [-0.32545, 3.01152, 0.78723], [-0.00849, 2.48531, 1.93775], [1.38097, 2.49834, 1.97402], [2.24623, 2.07887, 2.98496], [3.60027, 2.22306, 2.75607], [4.09329, 2.76521, 1.55651], [3.24856, 3.19141, 0.54993], [1.88533, 3.04970, 0.78983], [0.76681, 3.38734, 0.05129], [-2.34647, 3.23927, 1.20902], [-1.86821, 4.06159, -0.28708], [-1.83667, 1.94363, -1.35871], [-3.78762, 0.84512, -1.06329], [-4.18637, 2.56702, -0.75890], [-2.80728, -0.34110, 4.43682], [-4.57415, -0.32985, 6.17863], [-6.80345, 0.59777, 5.71564], [-7.35062, 1.57143, 3.50644], [-6.05253, 2.02196, 0.91186], [1.85629, 1.64755, 3.89899], [4.30212, 1.90116, 3.51450], [5.16411, 2.84357, 1.41495], [3.62849, 3.59383, -0.38106], [0.76733, 3.72431, -0.89508], [-5.04680, -5.06493, -1.26163], [-4.18089, -4.24691, -1.06664], [-2.79041, -4.51237, -0.51833], [-2.32304, -5.60107, -0.24971], [-2.12178, -3.20394, -0.41252], [-2.97378, -2.18836, -0.93405], [-2.66651, -0.94434, -1.06128], [-4.27383, -2.75428, -1.29903], [-5.24057, -2.14455, -1.72648], [-0.93452, -3.02159, 0.04380], [2.43223, -2.50116, 0.79744], [3.09795, -1.57850, -0.24267], [3.64402, -0.36361, 0.52065], [4.25588, -2.32586, -0.90710], [1.69456, -0.94533, -1.31523], [2.31067, 0.57765, -2.15068], [1.32931, 1.50989, -2.48960], [1.64155, 2.68762, -3.15486], [2.96239, 2.98042, -3.46023], [3.95627, 2.07420, -3.11597], [3.63066, 0.88334, -2.48383], [1.38956, -2.07066, -2.79533], [1.15112, -3.50821, -2.32285], [0.08549, -1.56058, -3.42245], [2.49255, -2.04079, -3.85347], [3.21111, -2.94999, 1.42066], [1.84043, -3.30139, 0.35803], [1.78068, -1.93443, 1.46723], [4.25656, -0.71395, 1.35603], [2.83884, 0.24326, 0.94663], [4.25948, 0.28822, -0.10110], [4.99469, -2.57254, -0.13843], [4.76410, -1.73699, -1.66984], [3.93524, -3.26135, -1.36119], [0.29802, 1.29189, -2.23115], [0.85358, 3.37753, -3.43820], [3.21572, 3.90323, -3.96673], [4.99095, 2.29047, -3.35144], [4.42358, 0.18862, -2.24751], [0.39704, -3.56226, -1.53565], [2.06481, -3.98131, -1.96440], [0.79183, -4.09548, -3.17308], [-0.74397, -1.57924, -2.71259], [-0.17722, -2.20701, -4.26509], [0.19237, -0.54327, -3.80859], [3.45348, -2.38207, -3.46554], [2.62518, -1.04200, -4.27114], [2.20961, -2.70881, -4.67272], [0.39539, -0.08637, 6.07106], [0.19909, -0.41110, 4.47907], [0.08735, -0.62273, 3.33292]]}



Entry 5:
{"formula": "C7H21ClFeO5P2", "method": "ωB97M-V/def2-TZVPD", "homo_energy_ha": [-0.226, -0.312], "spin_multiplicity": 5, "energy_ha": -3061.6689, "species": ["Fe", "H", "H", "P", "P", "C", "H", "H", "H", "C", "H", "H", "H", "C", "H", "H", "H", "C", "H", "H", "H", "C", "H", "H", "H", "C", "H", "H", "H", "C", "O", "H", "O", "Cl", "O", "O", "O"], "xyz": [[-0.09451, -0.26332, -0.32446], [-1.53851, 1.38936, -2.90711], [-0.83558, 1.44030, -3.14490], [-2.29179, -0.60669, 0.44810], [2.15900, -0.27721, -1.03103], [3.32536, 0.94938, -0.30467], [4.36157, 0.74955, -0.62160], [3.03708, 1.96193, -0.62326], [3.26650, 0.90954, 0.78994], [2.98577, -1.87502, -0.69302], [2.42950, -2.67448, -1.19655], [4.02741, -1.86249, -1.05168], [2.97396, -2.07268, 0.38629], [2.40083, -0.05177, -2.83249], [2.10018, 0.96347, -3.12346], [3.45335, -0.20982, -3.11182], [1.77117, -0.76955, -3.37461], [-2.48286, -2.21741, 1.29995], [-3.52908, -2.37891, 1.60564], [-2.16717, -3.01594, 0.61840], [-1.83588, -2.24333, 2.18622], [-3.02904, 0.57998, 1.64905], [-3.13644, 1.56467, 1.17046], [-4.01695, 0.23486, 1.99553], [-2.36008, 0.69421, 2.51093], [-3.55133, -0.68480, -0.87850], [-3.22246, -1.40009, -1.64302], [-4.52749, -1.00098, -0.47983], [-3.65798, 0.30131, -1.34896], [0.05980, 1.66442, 0.53231], [0.06023, 2.82959, 0.80769], [-0.25561, -1.65953, -1.05094], [1.92752, 2.77172, 2.47412], [0.83788, 2.03133, 2.92192], [1.22417, 0.91992, 3.68165], [-0.30506, 2.59891, 3.28299], [0.43652, 0.70955, 1.38071]]}



Entry 6:
{"formula": "C3H4N2O", "method": "ωB97M-V/def2-TZVPD", "homo_energy_ha": -0.403, "spin_multiplicity": 1, "smiles": "[H]/N=C/OCC#N", "energy_ha": -301.4326, "species": ["N", "C", "O", "C", "C", "N", "H", "H", "H", "H"], "xyz": [[1.74179, 0.18785, -0.61674], [1.27733, -0.48258, 0.34579], [0.00046, -0.39060, 0.76827], [-0.83864, 0.50253, 0.04497], [-2.15488, -0.12654, -0.12429], [-3.19602, -0.60244, -0.28173], [2.71751, -0.04192, -0.78062], [1.80071, -1.21191, 0.96835], [-0.40368, 0.73042, -0.93186], [-0.94458, 1.43519, 0.60786]]}



- Which formula does entry 3 have?
  C20H53FeO7